DFT (the ωB97M-V functional and the def2-TZVPD basis) results for 20 unconnected molecules or ions with the total composition C9H56NO20.

- Charge: -1
- Energy above the lowest of the compared OMol25 structures with the same formula, charge and spin: 1.375 eV
- F_max: 1.9 eV/A
- HOMO: -3.993 eV
- Spin multiplicity: 1
- HOMO-LUMO gap: 5.41 eV

Each line ends with the Mulliken charge.
Geometry (Å):
C1 -17.4597 -22.6251 10.3647  -2.22
C2 -16.0248 -22.5270 10.8956  2.40
C3 -15.7601 -21.0575 11.1858  -0.92
C4 -14.6136 -20.8502 12.1665  -1.06
C5 -14.8601 -21.6970 13.3946  -1.29
C6 -15.0176 -23.2012 13.1235  1.13
N1 -15.9410 -23.3797 12.0522  0.91
O1 -16.4433 -24.6602 11.8963  -0.14
C7 -15.5997 -23.6561 14.4673  -0.62
C8 -13.6064 -23.7885 12.9013  -0.73
C9 -15.0787 -22.9847 9.7669  -0.67
H1 -17.5459 -21.9929 9.4685  0.51
H2 -18.1361 -22.1917 11.1115  0.47
H3 -17.8069 -23.6221 10.1245  -0.01
H4 -16.6159 -20.4342 11.4859  0.25
H5 -15.4736 -20.5902 10.2343  0.06
H6 -14.5616 -19.7782 12.4163  0.59
H7 -13.6650 -21.0050 11.6345  0.35
H8 -15.6901 -21.2069 13.9191  0.39
H9 -14.0298 -21.4726 14.0840  0.41
H10 -16.4145 -22.9782 14.7040  0.37
H11 -14.7993 -23.6003 15.2114  0.25
H12 -16.0124 -24.6596 14.4760  -0.60
H13 -13.3740 -23.9777 11.8513  -0.18
H14 -13.6487 -24.8386 13.2291  -0.13
H15 -12.8130 -23.2473 13.4101  0.33
H16 -14.1246 -23.2183 10.2623  0.09
H17 -14.8615 -22.3044 8.9378  0.23
H18 -15.3244 -23.9389 9.2955  -0.23
O2 -16.3198 -18.0401 13.8301  -0.68
H19 -16.8329 -17.5113 13.2068  0.28
H20 -15.6998 -18.5449 13.2803  0.36
O3 -18.5994 -25.4947 15.7951  -0.66
H21 -19.1120 -26.1984 16.2068  0.27
H22 -17.9348 -25.9643 15.2250  0.38
O4 -18.5653 -27.9059 11.1190  -0.73
H23 -18.4805 -27.4032 11.9384  0.30
H24 -18.1015 -27.3478 10.4255  0.43
O5 -16.6159 -21.3468 6.9231  -0.58
H25 -17.0120 -22.2307 6.9041  0.30
H26 -16.6322 -21.0461 6.0041  0.26
O6 -11.3659 -26.2663 14.9433  -0.73
H27 -11.6715 -25.3770 15.2008  0.35
H28 -11.5561 -26.3320 13.9816  0.39
O7 -11.3430 -23.1815 16.5096  -0.60
H29 -10.4300 -22.9789 16.7419  0.28
H30 -11.7159 -22.3254 16.2347  0.37
O8 -17.1290 -26.2011 9.4817  -0.76
H31 -16.9495 -25.4829 10.1615  0.24
H32 -17.3517 -25.7200 8.6749  0.31
O9 -19.5228 -24.5647 11.9608  -0.71
H33 -19.7566 -24.3925 12.8809  0.29
H34 -18.5710 -24.3300 11.9042  0.36
O10 -14.3905 -26.0910 10.4845  -0.53
H35 -15.0410 -25.5239 11.0216  0.12
H36 -14.9636 -26.6981 9.9842  0.31
O11 -15.2398 -17.9942 9.5449  -0.62
H37 -15.8904 -17.5803 10.1249  0.30
H38 -15.7619 -18.5477 8.9425  0.32
O12 -13.9903 -23.2985 6.4969  -0.57
H39 -13.8205 -22.4396 6.9020  0.26
H40 -14.6055 -23.1127 5.7784  0.26
O13 -14.1840 -26.9718 14.6107  -0.70
H41 -13.3526 -26.5545 14.9452  0.20
H42 -14.0092 -27.9237 14.6766  0.31
O14 -16.8738 -26.4895 13.7632  -0.65
H43 -16.0403 -26.8975 14.0807  0.24
H44 -16.5785 -25.7213 13.2221  0.16
O15 -11.6110 -20.3920 16.7761  -0.66
H45 -12.3909 -20.0883 17.2631  0.32
H46 -11.5488 -19.7943 16.0158  0.31
O16 -12.5468 -27.5486 12.2351  -0.72
H47 -13.2186 -27.1341 11.6363  0.37
H48 -13.1091 -27.6644 13.0129  0.35
O17 -14.7838 -25.6420 17.2155  -0.68
H49 -15.1221 -24.7792 17.4847  0.35
H50 -14.7131 -25.5856 16.2507  0.35
O18 -13.4100 -25.8423 7.7355  -0.71
H51 -13.7265 -25.7336 8.6582  0.35
H52 -13.3817 -24.9361 7.3831  0.34
O19 -19.1763 -19.3901 9.8599  -0.64
H53 -18.3911 -18.9262 10.1708  0.30
H54 -19.2687 -20.1366 10.4723  0.34
O20 -11.9690 -21.6929 8.9153  -0.69
H55 -12.3152 -21.2517 8.1312  0.29
H56 -12.7552 -22.0013 9.3962  0.37